# 1
A cluster of 8 separate species, C15H46N4O8 in total. Source: the OMol25 dataset; level of theory: ωB97M-V/def2-TZVPD.

**SMILES**: NC(N)=O.NC(N)=O.CC(C)O.CCO.CCO.CCO.CCO.CCO
**Maximum force**: 1.65 eV Å⁻¹
**Energy relative to the best compared isomer or geometry (same formula, charge and spin)**: 15.2 kJ/mol
**Net charge**: 0
**E_tot**: -1420.0936 hartree

Positions of all 73 atoms, in Å:
N: -1.085 2.676 -2.270
C: -2.143 3.520 -2.382
N: -2.951 3.338 -3.479
O: -2.362 4.432 -1.582
H: -0.918 1.979 -2.970
H: -0.581 2.710 -1.384
H: -3.709 3.983 -3.601
H: -2.777 2.651 -4.187
N: -0.428 4.876 0.551
C: 0.435 3.845 0.720
N: 1.497 4.050 1.549
O: 0.295 2.772 0.120
H: -0.328 5.724 1.075
H: -1.181 4.734 -0.126
H: 1.655 4.928 2.006
H: 2.183 3.319 1.580
C: 2.144 -1.580 -3.907
C: 1.846 -0.183 -4.410
C: 1.477 0.752 -3.276
O: 2.945 0.333 -5.177
H: 1.238 -2.112 -3.603
H: 2.797 -1.553 -3.028
H: 2.645 -2.192 -4.658
H: 1.049 -0.197 -5.159
H: 0.601 0.347 -2.764
H: 1.257 1.741 -3.676
H: 2.295 0.819 -2.558
H: 3.772 0.105 -4.741
C: -1.573 -5.057 0.566
C: -0.154 -5.050 -0.002
O: 0.684 -5.682 0.975
H: -2.304 -4.564 -0.087
H: -1.605 -4.470 1.485
H: -1.935 -6.071 0.739
H: 0.213 -4.035 -0.112
H: -0.180 -5.612 -0.939
H: 0.378 -6.588 1.076
C: -3.276 2.290 1.149
C: -4.075 1.037 0.847
O: -4.594 0.447 2.056
H: -3.061 2.917 0.286
H: -2.388 2.009 1.716
H: -3.880 2.902 1.829
H: -3.506 0.222 0.406
H: -4.949 1.242 0.219
H: -5.255 1.038 2.428
C: 3.388 -3.569 -0.179
C: 2.551 -2.340 0.073
O: 3.371 -1.173 0.010
H: 3.631 -3.656 -1.236
H: 2.789 -4.454 0.064
H: 4.241 -3.628 0.496
H: 1.995 -2.339 1.016
H: 1.816 -2.244 -0.737
H: 2.768 -0.424 0.096
C: 0.933 0.684 4.339
C: 0.747 0.619 5.828
O: 1.708 1.503 6.405
H: 0.994 1.724 4.010
H: 0.136 0.205 3.769
H: 1.875 0.221 4.039
H: 0.938 -0.389 6.217
H: -0.289 0.845 6.105
H: 1.568 1.543 7.355
C: -1.048 -1.339 -0.697
C: -0.514 -0.493 0.464
O: 0.709 0.123 0.070
H: -1.548 -0.659 -1.395
H: -1.695 -2.121 -0.307
H: -0.215 -1.699 -1.301
H: -0.374 -1.097 1.367
H: -1.231 0.285 0.739
H: 0.547 1.082 0.091

# 2
A cluster of 5 separate species, C15H47O21P6 in total. Source: the OMol25 dataset; level of theory: ωB97M-V/def2-TZVPD.

**Maximum force**: 1.43 eV Å⁻¹
**Net charge**: -1
**E_tot**: -4228.3501 hartree

Positions of all 89 atoms, in Å:
O: -3.434 2.299 5.150
P: -2.542 3.339 4.658
O: -2.295 3.185 3.085
O: -3.231 4.770 4.781
C: -0.997 3.294 5.555
C: -1.238 3.764 6.996
C: -1.385 2.591 7.998
O: -0.285 2.701 8.855
P: -0.120 4.428 9.211
O: -0.225 4.596 7.426
H: -2.398 4.057 2.661
H: -4.022 4.600 5.334
H: -0.730 2.246 5.542
H: -0.217 3.878 5.080
H: -2.194 4.294 7.038
H: -1.421 1.630 7.487
H: -2.307 2.630 8.578
H: -0.137 4.210 10.659
H: -1.562 4.589 9.285
H: -0.011 5.875 9.338
H: 1.311 4.247 9.212
C: -4.228 1.646 -0.944
O: -2.827 1.787 -1.233
P: -2.233 3.266 -1.209
O: -2.618 4.059 -0.054
O: -2.664 3.889 -2.596
C: -2.512 3.122 -3.796
O: -0.690 2.998 -1.396
C: 0.078 2.628 -0.230
H: -4.579 0.753 -1.458
H: -4.371 1.532 0.128
H: -4.795 2.508 -1.297
H: -3.425 2.560 -3.991
H: -1.669 2.434 -3.732
H: -2.340 3.819 -4.612
H: 0.853 1.939 -0.553
H: -0.535 2.142 0.527
H: 0.536 3.518 0.195
C: -0.757 -0.353 -2.660
O: -0.488 -1.729 -2.342
P: -0.675 -2.791 -3.510
O: -0.077 -2.421 -4.788
O: -2.235 -3.040 -3.592
C: -2.981 -3.233 -2.380
O: -0.151 -4.117 -2.845
C: 1.272 -4.342 -2.807
H: -1.079 0.147 -1.752
H: 0.152 0.119 -3.031
H: -1.546 -0.265 -3.409
H: -3.352 -2.272 -2.024
H: -2.375 -3.698 -1.605
H: -3.823 -3.879 -2.613
H: 1.493 -4.902 -1.903
H: 1.828 -3.405 -2.794
H: 1.559 -4.931 -3.671
C: 6.326 2.370 2.262
O: 5.856 3.534 1.564
P: 4.355 3.987 1.856
O: 3.988 4.028 3.260
O: 3.459 3.021 0.981
C: 3.823 2.749 -0.376
O: 4.271 5.351 1.062
C: 4.795 6.522 1.711
H: 7.095 1.909 1.647
H: 6.750 2.664 3.220
H: 5.522 1.654 2.430
H: 4.454 1.861 -0.416
H: 4.347 3.585 -0.835
H: 2.909 2.558 -0.930
H: 5.209 7.168 0.940
H: 5.577 6.269 2.425
H: 3.990 7.037 2.229
C: 1.967 -8.953 -6.269
O: 0.604 -8.505 -6.259
P: -0.006 -8.071 -4.852
O: 0.841 -7.187 -4.065
O: -0.375 -9.425 -4.128
C: -1.053 -10.457 -4.855
O: -1.410 -7.490 -5.268
C: -1.448 -6.129 -5.747
H: 2.079 -9.641 -7.103
H: 2.632 -8.103 -6.405
H: 2.224 -9.469 -5.343
H: -0.322 -11.130 -5.303
H: -1.695 -10.047 -5.632
H: -1.660 -11.012 -4.145
H: -2.234 -6.065 -6.494
H: -0.502 -5.834 -6.197
H: -1.673 -5.461 -4.918

# 3
A structure of composition C15H48BMgO15S4. Source: the OMol25 dataset; level of theory: ωB97M-V/def2-TZVPD.

**2S+1**: 2
**Maximum force**: 5.55 eV Å⁻¹
**Net charge**: +2
**E_tot**: -3545.7786 hartree
**<S²>**: 0.7541

Positions of all 84 atoms, in Å:
Mg: 0.595 -1.194 -2.509
B: -0.422 -1.659 -0.742
H: 0.490 -2.165 -1.019
H: -0.350 -0.622 -1.032
H: -1.229 -2.122 -1.288
H: -0.518 -1.701 0.332
O: -0.606 -4.010 4.086
S: 0.363 -2.961 4.209
O: -0.195 -1.583 4.502
O: 1.464 -3.328 5.440
C: 2.514 -2.360 5.612
C: 2.953 -2.285 7.061
C: 1.438 -2.919 2.731
H: 2.265 -1.310 5.462
H: 3.363 -2.617 4.979
H: 2.179 -1.983 7.766
H: 3.688 -1.492 7.202
H: 3.340 -3.229 7.445
H: 0.697 -2.791 1.942
H: 1.938 -3.869 2.542
H: 2.193 -2.140 2.833
O: 0.028 3.769 0.541
S: -0.725 2.976 1.520
O: -0.532 3.086 2.964
O: -2.388 3.115 1.128
C: -3.323 2.556 2.061
C: -3.648 3.688 3.065
C: -0.479 1.194 1.033
H: -3.023 1.600 2.490
H: -4.210 2.248 1.506
H: -3.873 4.648 2.599
H: -2.799 3.921 3.708
H: -4.416 3.380 3.775
H: -0.650 1.129 -0.042
H: -1.113 0.592 1.685
H: 0.547 0.916 1.275
O: -2.760 0.467 -4.891
S: -2.298 0.223 -3.458
O: -0.929 -0.244 -3.236
O: -2.631 1.509 -2.543
C: -3.675 2.344 -2.948
C: -3.757 3.433 -1.906
C: -3.440 -1.034 -2.583
H: -4.594 1.768 -3.058
H: -3.536 2.763 -3.945
H: -2.827 4.000 -1.956
H: -4.055 3.024 -0.941
H: -4.526 4.179 -2.110
H: -4.453 -0.728 -2.845
H: -3.284 -1.039 -1.505
H: -3.353 -2.052 -2.963
O: 1.273 0.768 -2.002
S: 2.077 1.997 -1.848
O: 2.570 2.409 -0.505
O: 3.408 1.872 -2.927
C: 4.642 2.415 -2.544
C: 5.660 1.400 -2.930
C: 1.128 3.438 -2.654
H: 4.791 2.702 -1.503
H: 4.738 3.394 -3.013
H: 5.729 1.236 -4.006
H: 5.568 0.476 -2.359
H: 6.588 1.837 -2.561
H: 0.114 3.381 -2.256
H: 1.045 3.162 -3.705
H: 1.573 4.414 -2.460
C: 0.493 -4.117 -3.169
O: 0.043 -2.764 -3.539
H: 0.378 -4.768 -4.035
H: 1.556 -4.174 -2.937
H: -0.118 -4.563 -2.384
H: -0.590 -2.892 -4.249
C: -3.042 -1.729 1.648
O: -2.752 -2.706 0.622
H: -3.271 -0.741 1.248
H: -3.876 -2.015 2.288
H: -2.239 -1.676 2.383
H: -1.916 -2.448 0.226
C: 3.194 -1.431 -0.802
O: 2.544 -1.636 -2.062
H: 4.169 -0.958 -0.923
H: 2.499 -0.898 -0.153
H: 3.361 -2.384 -0.301
H: 3.226 -2.093 -2.559

# 4
A cluster of 9 separate species, C15H48N4O9 in total. Source: the OMol25 dataset; level of theory: ωB97M-V/def2-TZVPD.

**SMILES**: NC(N)=O.NC(N)=O.CC(C)O.CC(C)O.CC(C)O.CO.CO.CO.CO
**Maximum force**: 11.55 eV Å⁻¹
**Energy relative to the best compared isomer or geometry (same formula, charge and spin)**: 408.6 kJ/mol
**Net charge**: 0
**E_tot**: -1496.2275 hartree

Positions of all 76 atoms, in Å:
N: 4.654 1.258 1.298
C: 3.697 1.864 0.605
N: 2.512 1.399 0.844
O: 3.909 2.826 -0.325
H: 5.626 1.450 1.226
H: 4.419 0.426 1.717
H: 1.810 1.885 0.304
H: 2.102 0.599 1.369
N: -4.082 1.525 -0.226
C: -3.051 0.797 0.153
N: -3.426 -0.362 0.555
O: -1.717 1.215 0.178
H: -3.891 2.407 -0.624
H: -5.073 1.143 -0.114
H: -2.725 -1.103 0.557
H: -4.386 -0.596 0.692
C: -0.703 -3.668 1.857
C: -1.393 -3.024 0.680
C: -2.817 -3.320 0.779
O: -1.242 -1.802 0.687
H: 0.022 -3.063 2.285
H: -0.230 -4.603 1.662
H: -1.445 -3.853 2.617
H: -0.778 -3.337 -0.187
H: -3.191 -2.911 1.737
H: -2.929 -4.386 0.740
H: -3.485 -2.950 -0.085
H: -0.298 -1.640 0.836
C: 1.727 0.305 4.030
C: 0.762 -0.355 3.073
C: -0.353 0.653 2.848
O: 1.176 -0.746 1.983
H: 1.211 0.565 4.960
H: 2.098 1.244 3.525
H: 2.469 -0.342 4.297
H: 0.353 -1.284 3.487
H: -0.014 1.383 2.145
H: -0.673 1.039 3.750
H: -1.222 0.298 2.393
H: 2.009 -1.087 2.229
C: -2.981 1.428 -3.631
C: -3.977 0.233 -3.465
C: -3.224 -1.052 -3.126
O: -4.877 0.353 -2.628
H: -2.511 1.629 -2.682
H: -3.418 2.412 -3.956
H: -2.365 1.218 -4.408
H: -4.476 0.271 -4.512
H: -3.752 -1.978 -2.785
H: -2.572 -0.788 -2.278
H: -2.595 -1.353 -3.994
H: -4.430 0.662 -1.820
C: 0.420 3.664 0.166
O: 0.396 2.381 -0.413
H: -0.568 3.748 0.673
H: 0.552 4.302 -0.751
H: 1.178 3.909 0.910
H: -0.540 2.041 -0.252
C: 0.554 -0.374 -1.546
O: 1.807 -1.062 -1.668
H: 0.416 -0.152 -0.503
H: -0.196 -1.065 -1.880
H: 0.367 0.546 -2.089
H: 2.466 -0.362 -1.478
C: 4.651 -1.760 0.907
O: 4.079 -1.506 2.195
H: 4.058 -1.350 0.116
H: 4.764 -2.847 0.620
H: 5.629 -1.292 0.815
H: 4.539 -1.940 2.919
C: 2.597 1.536 -3.658
O: 2.591 1.656 -2.305
H: 3.639 1.791 -3.995
H: 1.886 2.299 -3.925
H: 2.307 0.520 -4.039
H: 2.150 2.432 -2.072

# 5
A cluster of 9 separate species, C15H48O9 in total. Source: the OMol25 dataset; level of theory: ωB97M-V/def2-TZVPD.

**SMILES**: CC(C)O.CCO.CCO.CCO.CCO.CO.CO.CO.CO
**Maximum force**: 3.52 eV Å⁻¹
**Energy relative to the best compared isomer or geometry (same formula, charge and spin)**: 503.3 kJ/mol
**Net charge**: 0
**E_tot**: -1277.2875 hartree

Positions of all 72 atoms, in Å:
C: 5.447 -1.611 -2.080
C: 4.826 -0.192 -2.189
C: 4.149 0.300 -0.913
O: 5.861 0.697 -2.481
H: 6.082 -1.822 -2.941
H: 4.589 -2.247 -1.863
H: 6.146 -1.689 -1.247
H: 4.126 -0.181 -3.025
H: 4.047 1.383 -0.979
H: 4.694 -0.009 -0.021
H: 3.183 -0.192 -0.793
H: 6.627 0.483 -1.943
C: -3.152 -1.860 -3.693
C: -2.283 -0.555 -3.681
O: -2.435 0.040 -2.411
H: -3.007 -2.500 -2.822
H: -3.045 -2.481 -4.583
H: -4.208 -1.614 -3.588
H: -2.661 0.133 -4.437
H: -1.259 -0.882 -3.860
H: -1.624 0.534 -2.271
C: 2.854 -3.481 3.202
C: 1.686 -2.599 2.645
O: 2.213 -1.364 2.120
H: 2.425 -4.396 3.610
H: 3.315 -2.975 4.051
H: 3.563 -3.628 2.387
H: 0.957 -2.457 3.444
H: 1.170 -3.065 1.806
H: 1.589 -0.790 1.671
C: -2.604 1.348 5.416
C: -3.767 2.258 5.604
O: -3.482 3.450 4.853
H: -2.262 1.172 4.396
H: -2.718 0.403 5.946
H: -1.714 1.656 5.965
H: -3.918 2.548 6.643
H: -4.683 1.717 5.364
H: -2.798 3.888 5.364
C: 0.595 -2.261 -1.315
C: 0.849 -3.325 -2.348
O: 1.878 -3.025 -3.305
H: 1.419 -1.581 -1.100
H: 0.164 -2.608 -0.376
H: -0.193 -1.584 -1.644
H: -0.091 -3.488 -2.875
H: 1.070 -4.252 -1.819
H: 2.083 -3.812 -3.816
C: -1.179 5.502 2.009
O: -1.390 5.813 0.645
H: -2.075 5.230 2.566
H: -0.492 4.657 2.063
H: -0.684 6.355 2.473
H: -0.500 5.906 0.297
C: -5.633 -0.609 -0.837
O: -4.267 -0.268 -0.420
H: -6.218 -0.868 0.046
H: -6.120 0.205 -1.374
H: -5.646 -1.396 -1.591
H: -3.740 -0.214 -1.220
C: -0.713 0.974 1.089
O: 0.389 0.347 0.671
H: -1.520 0.869 0.363
H: -1.048 0.613 2.062
H: -0.455 2.027 1.197
H: 0.439 0.612 -0.250
C: 0.940 2.110 -2.186
O: 0.102 0.960 -2.195
H: 1.969 1.757 -2.125
H: 0.801 2.651 -3.122
H: 0.730 2.861 -1.424
H: 0.607 0.421 -2.808

# 6
A cluster of 10 separate species, C15H50O10 in total. Source: the OMol25 dataset; level of theory: ωB97M-V/def2-TZVPD.

**2S+1**: 2
**Maximum force**: 4.00 eV Å⁻¹
**Net charge**: +1
**E_tot**: -1353.5199 hartree
**<S²>**: 0.7544

Positions of all 75 atoms, in Å:
O: -24.682 -19.793 -30.715
H: -24.008 -19.209 -31.063
H: -25.090 -20.178 -31.490
O: -25.744 -22.907 -31.497
H: -25.237 -22.994 -30.690
H: -25.086 -22.782 -32.181
O: -23.786 -21.204 -33.453
H: -24.585 -21.286 -33.974
H: -23.281 -21.989 -33.663
O: -23.437 -22.496 -29.079
H: -22.781 -22.349 -28.397
H: -23.728 -21.617 -29.325
O: -27.784 -25.218 -31.816
H: -27.141 -24.511 -31.759
H: -27.719 -25.529 -32.718
C: -28.351 -20.276 -32.946
C: -28.581 -20.112 -31.463
C: -29.847 -20.858 -30.990
O: -27.457 -20.695 -30.862
H: -28.325 -21.341 -33.179
H: -27.425 -19.884 -33.366
H: -29.158 -19.865 -33.552
H: -28.835 -19.117 -31.097
H: -30.685 -20.229 -31.292
H: -29.930 -21.013 -29.915
H: -29.882 -21.884 -31.357
H: -27.168 -21.385 -31.464
C: -26.631 -21.595 -26.335
C: -26.687 -21.683 -27.914
C: -27.301 -22.983 -28.507
O: -27.427 -20.538 -28.242
H: -27.617 -21.302 -25.975
H: -25.913 -20.789 -26.188
H: -26.492 -22.518 -25.772
H: -25.690 -21.526 -28.326
H: -26.671 -23.854 -28.329
H: -27.656 -22.896 -29.534
H: -28.243 -23.286 -28.052
H: -27.356 -20.354 -29.182
C: -24.149 -26.112 -32.264
C: -23.058 -25.818 -33.346
C: -23.533 -26.292 -34.786
O: -22.872 -24.352 -33.445
H: -23.759 -25.565 -31.407
H: -24.112 -27.118 -31.846
H: -25.211 -25.934 -32.434
H: -22.147 -26.364 -33.100
H: -24.431 -25.756 -35.091
H: -23.613 -27.379 -34.804
H: -22.740 -26.122 -35.515
H: -22.259 -24.294 -32.709
C: -26.229 -21.811 -36.769
C: -25.471 -23.025 -36.211
C: -23.974 -23.111 -36.599
O: -25.543 -23.067 -34.817
H: -25.893 -20.854 -36.369
H: -27.314 -21.865 -36.672
H: -26.019 -21.756 -37.837
H: -25.923 -23.986 -36.456
H: -23.802 -23.626 -37.544
H: -23.265 -23.458 -35.847
H: -23.544 -22.122 -36.754
H: -24.763 -23.541 -34.520
C: -23.166 -27.414 -27.931
C: -22.980 -25.881 -28.150
C: -21.834 -25.648 -29.044
O: -24.159 -25.139 -28.584
H: -23.472 -27.930 -28.842
H: -23.868 -27.668 -27.137
H: -22.190 -27.836 -27.691
H: -22.750 -25.492 -27.158
H: -22.047 -26.028 -30.044
H: -20.929 -26.073 -28.610
H: -21.531 -24.614 -29.208
H: -23.969 -24.198 -28.582

Which formula does entry 5 have?
C15H48O9

Among the records above, which one has the lowest maximum force?
C15H47O21P6

The lowest net charge belongs to which entry?
C15H47O21P6